Entry 1:
87
Properties=species:S:1:pos:R:3:forces:R:3:lowdin_charge:R:1 method="wB97M-V/def2-TZVPD" lumo_ev="-3.8 / -2.6" relative_energy_kj_mol=0.0 spin_multiplicity=5 homo_energy_ev="-10.761 / -10.802" total_charge=+1
Mn -0.7443 0.8604 -1.2969 -0.9 0.3 0.4 0.90
C -0.3347 -3.8909 2.7267 1.6 0.5 0.0 0.00
O 0.7739 -3.3806 1.9124 -0.5 -0.2 0.2 -0.07
C 1.8537 -2.8164 2.4999 -0.5 -0.8 2.2 -0.23
C 2.2415 -2.9853 3.8492 -0.4 -0.2 -0.4 0.01
C 3.4124 -2.3937 4.2861 -0.4 -0.9 2.3 -0.10
C 4.2207 -1.6846 3.4673 1.5 1.7 -0.7 -0.09
C 3.8101 -1.4295 2.1747 -0.2 0.3 -0.6 0.00
C 2.6150 -1.9670 1.7324 0.8 0.0 0.0 -0.24
N 2.1416 -1.6536 0.4538 -0.2 -1.4 -2.2 0.16
C 1.1071 -0.7798 0.3338 0.3 0.1 0.6 -0.39
N 0.9610 0.0797 1.3362 0.0 0.7 1.7 0.16
C -0.0886 1.0433 1.5329 0.7 -1.4 1.5 -0.16
C -0.9947 1.4916 0.6204 -0.4 0.9 -0.7 -0.11
C -1.8817 2.5272 1.0266 1.2 -0.6 1.8 -0.08
C -1.9193 2.9711 2.3673 0.3 -1.4 -1.4 -0.04
C -1.0910 2.3583 3.3400 0.6 -0.2 -1.3 0.01
C -0.1450 1.4343 2.9114 -0.2 0.8 -1.1 -0.20
O 0.8851 0.9061 3.6238 -0.1 -0.5 0.0 -0.12
C 1.1198 1.2587 4.9595 -0.8 0.2 0.8 -0.05
N 0.3388 -0.6559 -0.6930 -0.3 -0.8 -1.0 0.02
C 0.4305 -1.5690 -1.7798 0.8 -0.1 -1.3 -0.18
C 1.5862 -1.6365 -2.6132 -0.7 0.0 -0.9 -0.02
C 1.5966 -2.4816 -3.7451 -0.3 0.0 0.7 -0.07
C 0.4811 -3.3078 -3.9848 1.1 -0.2 -1.3 -0.06
C -0.6898 -3.1115 -3.2754 0.9 -0.4 -0.1 -0.02
C -0.7356 -2.2601 -2.1956 0.9 0.9 0.4 -0.25
O -1.8519 -1.9807 -1.5076 -1.7 0.3 -0.2 -0.08
C -3.1208 -2.2154 -2.2061 0.7 0.9 -0.6 -0.03
H -1.1111 -4.0544 2.0184 -0.6 -0.2 -0.4 0.08
H -0.6195 -3.1088 3.4214 -0.1 0.0 0.3 0.10
H -0.0641 -4.8195 3.2425 0.0 0.2 -0.1 0.10
H 1.6749 -3.5459 4.5933 -0.1 0.0 -0.5 0.12
H 3.6842 -2.4917 5.3676 -0.2 0.0 -1.1 0.13
H 5.1283 -1.1999 3.8332 -0.2 -0.3 0.0 0.12
H 4.3294 -0.7789 1.4527 -0.1 -0.4 0.7 0.10
H 2.1092 -2.4836 -0.1873 -0.2 1.3 0.6 0.18
H 1.4652 -0.1234 2.2347 -0.5 0.3 -1.3 0.15
H -2.4630 3.0412 0.3191 -0.8 0.3 -0.8 0.07
H -2.6552 3.7375 2.5481 0.2 0.2 0.6 0.10
H -1.0334 2.6550 4.3533 -0.4 0.4 0.9 0.10
H 0.3231 0.8807 5.6297 0.3 0.1 -0.3 0.11
H 1.1383 2.3402 5.0446 0.2 0.3 0.2 0.10
H 2.0745 0.8340 5.2571 0.0 0.0 -0.1 0.10
H 2.4045 -0.8993 -2.5305 -0.5 -0.6 0.4 0.10
H 2.4309 -2.4666 -4.4602 -0.3 -0.1 0.6 0.11
H 0.5783 -4.0768 -4.8199 -0.5 1.2 1.2 0.14
H -1.5609 -3.6378 -3.5381 -0.8 -0.7 -0.4 0.10
H -3.9342 -1.9474 -1.5575 0.0 0.3 0.5 0.09
H -3.1968 -3.2532 -2.4217 -0.2 -0.9 -0.2 0.07
H -3.2430 -1.6257 -3.1672 0.6 -0.5 1.1 0.12
F -9.8266 1.4039 -0.0982 -0.4 0.1 0.6 0.17
C -9.4629 1.5999 -1.3528 0.9 -0.7 -1.3 -0.59
F -10.1064 0.6957 -2.1306 -0.2 0.4 0.3 0.13
F -9.8527 2.8285 -1.7362 -0.1 -0.2 0.2 0.15
C -7.9643 1.4326 -1.5296 -1.0 0.9 0.9 -0.15
C -7.1491 2.2988 -0.8408 1.0 0.9 0.5 -0.01
C -5.7729 2.1995 -0.9501 -0.1 0.3 -0.9 -0.01
C -5.1765 1.3278 -1.8904 0.5 0.3 0.5 -0.24
C -5.9995 0.4826 -2.6067 -1.4 -0.4 0.3 0.00
C -7.4049 0.5141 -2.3301 1.5 -1.9 -2.2 0.00
C -3.7233 1.3745 -1.9833 -1.5 -0.2 -0.1 -0.11
C -2.5154 1.4244 -1.9227 0.6 0.0 0.0 -0.10
H -7.5924 3.1095 -0.2736 0.1 -0.1 0.2 0.13
H -5.1014 2.9067 -0.4945 -0.1 0.1 0.4 0.11
H -5.6358 -0.2210 -3.3644 0.0 0.4 0.4 0.12
H -8.0244 -0.2166 -2.8547 0.1 0.3 0.1 0.13
N 8.1685 1.1383 2.4041 0.4 -0.1 0.1 0.18
C 7.5463 1.1945 1.4429 -0.6 0.0 -0.3 -0.17
C 6.5584 1.3207 0.3940 0.3 0.1 -0.7 -0.19
C 6.0153 0.1613 -0.2492 1.3 1.0 1.8 -0.04
C 4.9420 0.3170 -1.0494 -1.9 -0.5 -1.3 -0.02
C 4.3694 1.5970 -1.2699 1.5 -0.6 0.0 -0.20
C 5.0007 2.7142 -0.7954 0.4 0.3 0.8 0.02
C 6.1346 2.6095 0.0363 -0.8 -0.8 -0.1 0.02
N 3.1686 1.7959 -1.9840 -0.8 -0.3 -0.7 -0.02
C 2.9263 1.8863 -3.3612 -0.7 -0.6 1.1 0.01
C 1.5651 1.8091 -3.4475 -0.2 0.7 -0.9 -0.10
N 0.9800 1.6988 -2.2113 0.1 0.4 -0.6 0.00
C 1.9706 1.7294 -1.3733 1.1 -0.6 0.5 -0.15
H 6.3897 -0.8325 0.0132 0.0 0.4 -0.2 0.13
H 4.4999 -0.6168 -1.4568 0.1 0.9 0.1 0.13
H 4.5062 3.6616 -0.9639 0.3 0.2 -0.1 0.13
H 6.5679 3.5174 0.4454 0.1 -0.3 0.1 0.13
H 3.7116 1.8919 -4.0903 0.1 0.2 -0.1 0.13
H 0.9267 1.9874 -4.2938 0.1 -0.3 -0.3 0.12
H 1.9235 1.5518 -0.3215 -0.1 0.2 0.5 0.13



Entry 2:
73
Properties=species:S:1:pos:R:3:forces:R:3:lowdin_charge:R:1 method="wB97M-V/def2-TZVPD" lumo_ev=-4.5 spin_multiplicity=1 homo_energy_ev=-10.609 total_charge=+1
N 3.1907 -0.3843 3.9932 0.4 -0.8 -0.7 0.15
N 3.1296 0.9143 3.4883 0.2 1.8 2.9 -0.07
C 3.5868 1.8664 4.2405 -1.3 1.5 -1.0 0.09
C 3.4895 3.2072 3.4634 2.8 -0.7 -0.5 -0.07
C 3.7260 2.6070 2.0091 -1.8 -1.1 0.5 -0.02
C 2.6675 1.4497 2.1669 -0.5 -0.4 -2.5 -0.44
O 2.8022 0.3568 1.2747 0.8 0.8 0.4 0.05
C 1.2059 1.9660 2.0312 -0.6 -0.3 0.7 -0.08
C 0.1153 1.0112 2.6427 -0.6 0.7 0.0 -0.23
C -0.8591 1.7879 3.5967 0.1 -0.4 -0.1 -0.54
Cl -2.4550 0.9116 3.6908 0.8 0.4 0.0 0.56
H 2.5107 -0.9947 3.5447 -0.2 0.3 0.1 0.11
H 4.0977 -0.7528 3.6910 -0.2 0.0 0.2 0.13
H 3.9926 1.7696 5.2575 -0.3 -0.5 -0.6 0.17
H 2.6058 3.8496 3.6013 0.2 -0.7 0.0 0.13
H 4.3840 3.8096 3.7141 -0.6 -0.1 0.2 0.13
H 4.6821 2.0467 1.9825 -0.2 0.9 -0.3 0.14
H 3.5416 3.2707 1.1367 0.2 -0.4 0.7 0.13
H 2.1359 -0.2988 1.5039 -0.3 -0.1 -0.3 0.10
H 1.0167 2.0512 0.9403 0.4 0.0 0.6 0.15
H 1.0346 2.9782 2.4464 0.4 -0.5 -0.1 0.11
H 0.5401 0.1640 3.2198 -0.2 0.3 -0.4 0.10
H -0.5114 0.6185 1.8160 0.5 0.0 0.5 0.09
H -0.4734 1.8553 4.6295 -0.2 -0.1 -0.5 0.08
H -1.0821 2.8106 3.2467 0.1 -0.6 0.0 0.08
F 4.0512 4.7629 -0.6746 -0.2 0.0 0.2 0.03
C 5.1980 4.4030 -1.2925 0.7 -0.2 -0.4 -0.30
C 6.3890 4.9941 -0.9100 -0.1 0.1 0.2 -0.02
C 7.5679 4.6162 -1.5400 -0.2 -0.2 -0.1 -0.08
C 7.5410 3.6613 -2.5497 0.1 0.0 0.0 -0.09
C 6.3370 3.0794 -2.9267 0.1 0.1 0.2 -0.08
C 5.1578 3.4474 -2.2917 -0.3 -0.1 0.0 -0.02
H 6.3894 5.7424 -0.1271 0.0 0.0 0.0 0.12
H 8.5064 5.0669 -1.2445 0.0 0.0 0.0 0.11
H 8.4602 3.3714 -3.0427 0.0 0.0 0.0 0.11
H 6.3158 2.3391 -3.7160 0.0 0.0 0.0 0.11
H 4.2116 2.9985 -2.5674 0.0 0.1 0.0 0.12
F -1.6408 2.2304 -2.4337 0.0 0.1 0.0 0.06
C -2.0137 1.0052 -2.0237 -0.2 -0.5 0.1 -0.29
C -2.4145 0.8243 -0.7118 0.1 0.2 0.2 -0.03
C -2.8039 -0.4408 -0.2894 0.1 -0.1 -0.2 -0.09
C -2.7788 -1.5095 -1.1784 0.0 -0.1 0.0 -0.09
C -2.3695 -1.3136 -2.4928 0.0 0.1 0.2 -0.07
C -1.9894 -0.0473 -2.9210 0.1 0.0 -0.2 -0.01
H -2.4209 1.6677 -0.0311 -0.1 0.0 -0.1 0.11
H -3.1264 -0.5932 0.7337 0.0 0.0 0.0 0.09
H -3.0788 -2.4956 -0.8456 0.0 0.0 0.0 0.10
H -2.3468 -2.1467 -3.1842 0.0 0.1 0.0 0.11
H -1.6762 0.1258 -3.9431 0.0 0.0 0.0 0.12
F -2.0151 -1.4856 -6.4418 0.1 0.1 0.1 0.05
C -2.9865 -2.4141 -6.5345 -0.5 -0.4 0.0 -0.30
C -2.6409 -3.7389 -6.7335 0.2 0.0 0.0 -0.02
C -3.6436 -4.6959 -6.8233 -0.2 0.2 0.0 -0.08
C -4.9774 -4.3167 -6.7234 0.0 -0.1 0.0 -0.09
C -5.3097 -2.9817 -6.5281 0.2 -0.1 0.0 -0.08
C -4.3093 -2.0236 -6.4274 0.0 0.2 0.0 -0.02
H -1.5970 -4.0139 -6.8170 0.0 0.0 0.0 0.12
H -3.3852 -5.7364 -6.9719 0.0 0.0 0.0 0.11
H -5.7578 -5.0637 -6.7980 0.0 0.0 0.0 0.10
H -6.3484 -2.6863 -6.4543 0.0 0.0 0.0 0.11
H -4.5492 -0.9801 -6.2667 0.0 0.0 0.0 0.12
F -3.5219 -6.3385 3.8835 0.0 -0.1 0.0 0.07
C -3.8032 -5.0284 3.9582 -0.1 0.5 0.0 -0.29
C -2.9488 -4.1183 3.3618 0.2 0.0 -0.1 -0.02
C -3.2425 -2.7624 3.4348 -0.2 -0.1 0.2 -0.10
C -4.3797 -2.3338 4.1120 0.1 0.1 0.0 -0.10
C -5.2261 -3.2600 4.7099 0.2 0.0 -0.1 -0.08
C -4.9406 -4.6166 4.6290 -0.1 -0.1 0.1 -0.01
H -2.0646 -4.4720 2.8466 0.0 0.0 0.0 0.11
H -2.5853 -2.0402 2.9660 0.0 0.0 0.0 0.07
H -4.6059 -1.2761 4.1729 0.0 0.0 0.0 0.08
H -6.1087 -2.9255 5.2397 0.0 0.0 0.0 0.11
H -5.5925 -5.3527 5.0813 0.0 0.0 0.0 0.12



Entry 3:
6
Properties=species:S:1:pos:R:3:forces:R:3:lowdin_charge:R:1 method="wB97M-V/def2-TZVPD" lumo_ev=0.7 relative_energy_kj_mol=29.5 spin_multiplicity=1 homo_energy_ev=-10.393 total_charge=0
O 0.0960 -0.5786 1.3172 1.2 -0.6 0.7 -0.09
H -0.7207 -0.6736 1.7887 -0.6 0.4 0.0 0.01
H 0.0838 0.0570 0.5774 -0.7 -0.4 0.6 -0.05
O -0.0142 0.4676 -0.8993 -0.3 0.4 -1.1 -0.02
H 0.7113 0.9726 -1.2532 0.4 0.4 -0.2 0.07
H -0.1562 -0.2451 -1.5308 0.0 -0.1 0.1 0.08



Entry 4:
7
Properties=species:S:1:pos:R:3:forces:R:3:lowdin_charge:R:1 method="wB97M-V/def2-TZVPD" lumo_ev="-0.5 / -0.5" relative_energy_kj_mol=466.6 spin_multiplicity=1 homo_energy_ev="-9.507 / -9.511" total_charge=0
C -1.0010 0.3612 1.2471 1.5 5.0 3.5 -0.12
C 0.8103 -0.8629 -1.3418 -2.0 -3.3 -0.3 0.14
N -1.4478 -0.4782 0.6656 -1.5 -3.6 -2.4 0.04
O 1.3748 0.0670 -1.3521 3.1 2.6 -1.6 0.20
F 0.9626 1.2354 -0.0499 -0.4 1.4 1.6 -0.47
H -0.7758 1.2489 1.8973 0.0 -1.5 -1.3 0.10
H 0.0769 -1.5714 -1.0661 -0.7 -0.5 0.5 0.11